{
  "formula": "C2H5ClKNO",
  "method": "ωB97M-V/def2-TZVPD",
  "lumo_ha": -0.0419,
  "homo_energy_ev": -6.039,
  "species": ["O", "C", "C", "N", "Cl", "H", "H", "H", "H", "H", "K"],
  "positions_angstrom": [[1.854, -0.132, 0.636], [0.878, -0.085, -0.397], [-0.310, 0.835, -0.109], [-1.057, 0.715, 1.095], [-1.861, -0.911, 0.993], [1.858, 0.735, 1.061], [1.343, 0.229, -1.341], [0.539, -1.120, -0.521], [0.085, 1.862, -0.034], [-0.909, 0.816, -1.055], [-2.421, -2.944, -0.328]]
}

---

{
  "formula": "C4H18O5",
  "method": "ωB97M-V/def2-TZVPD",
  "relative_energy_ev": 0.3702,
  "spin_multiplicity": 2,
  "lumo_ha": [0.1089, 0.1055],
  "total_charge": -1,
  "homo_energy_ev": [0.582, -7.447],
  "species": ["C", "C", "O", "H", "H", "H", "H", "H", "H", "C", "C", "O", "H", "H", "H", "H", "H", "H", "O", "H", "H", "O", "H", "H", "O", "H", "H"],
  "positions_angstrom": [[1.058, 0.806, -2.120], [1.273, 2.365, -1.873], [1.648, 2.998, -3.130], [0.760, 0.380, -1.162], [1.871, 0.229, -2.561], [0.230, 0.578, -2.791], [2.161, 2.460, -1.249], [0.447, 2.963, -1.488], [2.581, 3.220, -3.089], [-2.042, 0.380, -0.891], [-2.984, -0.745, -1.356], [-3.775, -0.351, -2.458], [-1.711, 0.933, -1.770], [-1.275, 0.053, -0.188], [-2.587, 1.217, -0.455], [-3.693, -1.164, -0.643], [-2.336, -1.554, -1.694], [-4.322, 0.413, -2.262], [-0.110, -2.633, 4.167], [-0.260, -2.920, 3.266], [-0.909, -2.878, 4.633], [1.484, -0.747, 1.976], [0.614, -0.600, 1.606], [1.469, -1.658, 2.270], [3.480, -1.610, 4.569], [2.726, -1.024, 4.513], [4.200, -1.113, 4.180]]
}

---

{
  "formula": "C3H9OS",
  "method": "ωB97M-V/def2-TZVPD",
  "relative_energy_ev": 2.9745,
  "lumo_ha": 0.1279,
  "total_charge": -1,
  "homo_energy_ev": -2.502,
  "species": ["C", "O", "H", "H", "H", "C", "S", "C", "H", "H", "H", "H", "H", "H"],
  "positions_angstrom": [[1.877, 0.458, -0.747], [1.688, 0.074, 0.529], [2.762, 1.262, -1.050], [2.056, -0.292, -1.569], [0.903, 1.101, -1.186], [-1.391, 0.803, 1.109], [-2.107, -0.274, -0.210], [-0.651, -1.452, -0.299], [-1.102, 1.779, 0.722], [-0.671, 0.294, 1.803], [-2.224, 1.123, 1.808], [-0.013, -1.246, -1.174], [-0.102, -1.109, 0.539], [-1.024, -2.520, -0.274]]
}

---

{
  "formula": "C64H83Cl2INO6P2S",
  "method": "ωB97M-V/def2-TZVPD",
  "lumo_ha": 0.0791,
  "total_charge": -1,
  "homo_energy_ev": -4.815,
  "species": ["C", "C", "P", "C", "P", "O", "I", "S", "C", "O", "O", "O", "C", "C", "Cl", "C", "C", "Cl", "C", "C", "C", "C", "C", "C", "C", "C", "C", "C", "C", "N", "C", "C", "C", "O", "O", "H", "H", "H", "H", "H", "H", "H", "H", "H", "H", "H", "H", "H", "H", "H", "H", "H", "H", "H", "H", "H", "H", "H", "H", "H", "H", "H", "H", "H", "H", "H", "H", "H", "H", "H", "H", "H", "H", "H", "H", "H", "C", "C", "C", "C", "C", "C", "H", "H", "H", "H", "H", "H", "C", "C", "C", "C", "C", "C", "H", "H", "H", "H", "H", "H", "C", "C", "C", "C", "C", "C", "H", "H", "H", "H", "H", "H", "C", "C", "C", "C", "C", "C", "H", "H", "H", "H", "H", "H", "C", "C", "C", "C", "C", "C", "H", "H", "H", "H", "H", "H", "C", "C", "C", "C", "C", "C", "H", "H", "H", "H", "H", "H", "C", "C", "C", "C", "C", "C", "H", "H", "H", "H", "H", "H"],
  "positions_angstrom": [[-2.887, 0.245, 4.608], [-2.971, 0.214, 3.036], [-1.374, -0.184, 2.096], [-0.214, 0.500, 3.434], [-2.615, -0.737, 0.240], [-3.233, -2.320, 0.418], [-4.710, 0.544, 0.009], [-1.177, -2.344, 2.785], [-2.669, -3.009, 3.560], [-0.116, -2.504, 3.815], [-0.692, -3.182, 1.687], [-0.130, -0.734, 1.043], [0.584, 0.299, 0.372], [1.104, -0.306, -0.911], [0.565, 0.005, -2.566], [2.044, -1.228, -0.788], [2.657, -1.686, 0.514], [2.681, -2.044, -2.234], [-0.199, 1.675, 0.487], [-0.987, 2.295, -0.744], [-1.106, 3.852, -0.819], [-2.327, 4.560, -0.160], [-2.312, 4.585, 1.384], [-3.711, 4.145, -0.796], [-4.871, 4.249, 0.223], [-6.256, 4.091, -0.405], [-7.184, 3.276, 0.098], [-8.152, 2.587, -0.891], [-7.354, 2.928, 1.564], [0.881, 2.640, 0.816], [0.908, 3.337, 2.077], [1.977, 2.755, -0.053], [1.974, 3.428, -1.439], [3.048, 2.331, 0.303], [-1.225, 1.465, 1.430], [-2.690, 1.274, 4.944], [-2.204, -0.494, 5.047], [-3.892, -0.001, 5.009], [-3.231, 1.246, 2.753], [-3.791, -0.486, 2.811], [0.841, 0.548, 3.127], [-0.247, -0.011, 4.406], [-0.583, 1.519, 3.622], [-4.092, -2.207, 0.857], [-3.606, -2.806, 3.027], [-2.537, -4.103, 3.628], [-2.800, -2.663, 4.597], [1.436, 0.409, 1.070], [3.464, -1.001, 0.832], [3.135, -2.672, 0.393], [1.909, -1.812, 1.313], [-0.644, 1.959, -1.731], [-2.018, 1.910, -0.665], [-1.221, 4.093, -1.898], [-0.215, 4.414, -0.505], [-2.229, 5.624, -0.463], [-3.002, 5.346, 1.790], [-1.312, 4.947, 1.683], [-2.580, 3.635, 1.866], [-3.956, 4.893, -1.576], [-3.656, 3.180, -1.317], [-4.813, 5.282, 0.632], [-4.785, 3.573, 1.082], [-6.471, 4.722, -1.279], [-9.197, 2.919, -0.779], [-8.037, 1.504, -0.714], [-7.786, 2.785, -1.907], [-7.351, 1.824, 1.658], [-6.548, 3.316, 2.202], [-8.325, 3.270, 1.964], [1.589, 2.824, 2.794], [-0.047, 3.458, 2.594], [1.344, 4.348, 1.953], [1.878, 4.524, -1.368], [1.156, 3.020, -2.053], [2.930, 3.223, -1.939], [4.658, 0.614, 5.945], [4.833, -0.503, 5.138], [3.762, -1.349, 4.880], [2.513, -1.073, 5.421], [2.337, 0.045, 6.224], [3.410, 0.887, 6.490], [5.495, 1.272, 6.148], [5.806, -0.715, 4.710], [3.899, -2.224, 4.255], [1.676, -1.731, 5.214], [1.362, 0.261, 6.645], [3.274, 1.757, 7.121], [-0.525, -1.472, -5.911], [-0.010, -0.182, -5.891], [-0.115, 0.627, -7.014], [-0.744, 0.149, -8.157], [-1.263, -1.139, -8.176], [-1.150, -1.951, -7.055], [-0.440, -2.103, -5.034], [0.474, 0.188, -4.995], [0.293, 1.631, -6.999], [-0.831, 0.782, -9.032], [-1.756, -1.511, -9.067], [-1.550, -2.957, -7.071], [6.117, 5.186, 0.937], [6.754, 6.305, 1.456], [6.041, 7.220, 2.220], [4.692, 7.009, 2.473], [4.056, 5.887, 1.957], [4.766, 4.976, 1.185], [6.672, 4.474, 0.339], [7.809, 6.466, 1.264], [6.537, 8.096, 2.620], [4.137, 7.720, 3.073], [3.005, 5.723, 2.156], [4.270, 4.103, 0.778], [0.458, -6.599, -3.584], [1.117, -5.493, -3.061], [0.425, -4.575, -2.284], [-0.925, -4.764, -2.018], [-1.584, -5.871, -2.539], [-0.893, -6.786, -3.325], [0.998, -7.314, -4.194], [2.173, -5.346, -3.261], [0.937, -3.710, -1.884], [-1.463, -4.048, -1.407], [-2.637, -6.019, -2.332], [-1.409, -7.647, -3.735], [5.395, 2.473, -4.520], [5.218, 1.781, -3.329], [6.060, 2.025, -2.252], [7.073, 2.968, -2.363], [7.248, 3.662, -3.553], [6.412, 3.412, -4.633], [4.739, 2.280, -5.361], [4.423, 1.050, -3.239], [5.925, 1.480, -1.325], [7.727, 3.162, -1.521], [8.038, 4.399, -3.639], [6.551, 3.951, -5.563], [-3.363, -6.049, -5.982], [-3.124, -5.825, -7.331], [-4.177, -5.842, -8.236], [-5.471, -6.073, -7.790], [-5.711, -6.294, -6.440], [-4.656, -6.285, -5.537], [-2.541, -6.038, -5.277], [-2.114, -5.638, -7.678], [-3.989, -5.673, -9.290], [-6.294, -6.081, -8.495], [-6.721, -6.472, -6.092], [-4.843, -6.462, -4.484], [2.457, -6.549, 7.587], [3.377, -6.103, 6.647], [2.999, -5.162, 5.697], [1.704, -4.661, 5.691], [0.786, -5.105, 6.632], [1.160, -6.052, 7.578], [2.750, -7.285, 8.326], [4.390, -6.489, 6.656], [3.715, -4.819, 4.960], [1.409, -3.924, 4.952], [-0.224, -4.712, 6.628], [0.441, -6.402, 8.309]]
}

---

Calculated E_tot, -1269.209140 -539.312543 -593.063575 -5293.621935 hartree (same order as the records).